*P*
{"formula": "C10H19N3O7", "method": "wB97M-V/def2-TZVPD", "species": ["N", "C", "C", "C", "C", "O", "O", "C", "O", "O", "H", "H", "H", "H", "H", "H", "H", "H", "H", "N", "C", "O", "C", "C", "C", "N", "C", "O", "O", "H", "H", "H", "H", "H", "H", "H", "H", "H", "H"], "positions_angstrom": [[0.626, 0.769, 3.596], [-0.393, 1.230, 2.661], [-1.380, 0.089, 2.365], [-2.254, 0.419, 1.147], [-3.774, 0.081, 1.287], [-4.276, -0.974, 0.908], [-4.519, 1.116, 1.798], [-1.101, 2.465, 3.244], [-2.198, 2.803, 2.810], [-0.331, 3.307, 3.964], [0.249, 0.210, 4.301], [1.365, 0.164, 3.071], [0.046, 1.718, 1.779], [-1.958, -0.061, 3.215], [-0.818, -0.857, 2.141], [-2.160, 1.404, 0.826], [-1.869, -0.219, 0.343], [-3.835, 1.776, 2.264], [0.436, 2.826, 4.284], [1.453, -0.372, 0.716], [0.887, -0.344, -0.528], [0.700, 0.767, -1.037], [0.679, -1.705, -1.203], [1.922, -2.212, -2.028], [2.238, -1.140, -3.084], [0.978, -0.769, -3.714], [3.139, -1.810, -4.076], [3.682, -2.894, -3.936], [3.427, -1.032, -5.174], [1.272, 0.329, 1.173], [1.670, -1.221, 1.077], [0.267, -2.492, -0.620], [-0.070, -1.446, -1.944], [2.804, -2.511, -1.428], [1.611, -3.064, -2.523], [2.740, -0.353, -2.695], [1.064, -0.571, -4.649], [0.583, 0.040, -3.238], [3.556, -0.246, -4.935]], "smiles": "N[C@@H](CCC(=O)O)C(=O)O.NC(=O)CC[C@H](N)C(=O)O", "e_lumo_ev": 0.062, "spin_multiplicity": 1, "homo_energy_ha": -0.37182}

*Q*
{"formula": "C10H19N3O7", "method": "wB97M-V/def2-TZVPD", "species": ["N", "C", "C", "C", "C", "O", "O", "C", "O", "O", "H", "H", "H", "H", "H", "H", "H", "H", "H", "N", "C", "O", "C", "C", "C", "N", "C", "O", "O", "H", "H", "H", "H", "H", "H", "H", "H", "H", "H"], "positions_angstrom": [[-1.334, -2.087, 0.993], [-0.358, -2.604, 1.957], [1.028, -1.956, 1.812], [1.017, -0.460, 2.126], [2.216, 0.275, 1.594], [3.125, -0.217, 0.975], [2.184, 1.645, 1.710], [-0.962, -2.456, 3.351], [-0.259, -2.255, 4.336], [-2.288, -2.623, 3.444], [-0.972, -2.317, 0.055], [-2.236, -2.364, 1.004], [-0.234, -3.706, 1.788], [1.398, -2.134, 0.825], [1.662, -2.436, 2.504], [0.950, -0.346, 3.220], [0.122, 0.031, 1.689], [1.433, 1.844, 2.277], [-2.229, -2.682, 4.317], [1.005, -1.303, -2.687], [1.208, 0.118, -2.649], [1.301, 0.744, -3.719], [1.157, 0.746, -1.209], [-0.219, 1.376, -0.867], [-1.029, 1.925, -2.112], [-0.479, 2.745, -3.288], [-2.264, 2.706, -1.384], [-2.838, 2.155, -0.456], [-2.552, 3.901, -1.952], [0.553, -1.545, -3.509], [0.646, -1.698, -1.962], [1.433, 0.033, -0.471], [1.894, 1.683, -1.297], [-0.827, 0.590, -0.320], [-0.030, 2.233, -0.108], [-1.348, 1.033, -2.485], [0.032, 2.162, -3.783], [0.179, 3.363, -2.965], [-2.086, 3.880, -2.751]], "smiles": "N[C@@H](CCC(=O)O)C(=O)O.NC(=O)CC[C@H](N)C(=O)O", "e_lumo_ev": 0.214, "spin_multiplicity": 1, "homo_energy_ha": -0.36066}

Which of them is least stable? Easy: *P*.

*P*
{"formula": "C4H6O4", "method": "wB97M-V/def2-TZVPD", "species": ["C", "C", "C", "C", "O", "O", "O", "O", "H", "H", "H", "H", "H", "H"], "positions_angstrom": [[-0.067, 0.736, -0.684], [-0.493, -0.372, 0.550], [1.258, 0.466, -1.105], [-1.554, -0.969, 1.134], [-0.196, 0.984, 0.726], [-0.960, 1.309, -1.530], [0.804, -1.205, 0.268], [2.331, 0.875, -0.430], [-1.846, 1.149, -1.165], [1.110, -1.715, 1.036], [2.057, 1.004, 0.495], [1.458, 0.186, -2.128], [-1.727, -2.025, 1.012], [-2.174, -0.422, 1.823]], "e_lumo_ev": [-0.059, -0.061], "spin_multiplicity": 1, "homo_energy_ha": [-0.27767, -0.27766]}

*Q*
{"formula": "C4H6O4", "method": "wB97M-V/def2-TZVPD", "species": ["O", "C", "C", "O", "C", "C", "O", "O", "H", "H", "H", "H", "H", "H"], "positions_angstrom": [[-1.682, 1.947, -0.392], [-1.104, 0.917, -0.652], [0.593, 0.716, -0.163], [1.417, 0.367, -1.250], [0.710, -0.219, 1.043], [-0.141, -1.245, 0.412], [0.104, -2.190, -0.291], [-1.604, -0.817, 0.497], [-1.262, 0.313, -1.556], [0.774, 1.749, 0.140], [2.345, 0.393, -0.967], [1.713, -0.613, 1.224], [0.236, 0.193, 1.935], [-2.100, -1.512, 0.023]], "smiles": "O=C[C@H](O)CC(=O)O", "e_lumo_ev": 0.556, "spin_multiplicity": 1, "homo_energy_ha": -0.35133}

Which of them is least stable? Easy: *P*.

*P*
{"formula": "BF4Sn", "method": "wB97M-V/def2-TZVPD", "species": ["Sn", "B", "F", "F", "F", "F"], "positions_angstrom": [[-0.791, 0.549, 1.947], [0.154, -0.140, -0.388], [-1.152, -0.358, -0.158], [0.904, -0.684, 0.623], [0.513, -0.628, -1.580], [0.372, 1.260, -0.444]], "charge": 1, "e_lumo_ev": -8.255, "spin_multiplicity": 1, "homo_energy_ha": -0.63355}

*Q*
{"formula": "BF4Sn", "method": "wB97M-V/def2-TZVPD", "species": ["Sn", "B", "F", "F", "F", "F"], "positions_angstrom": [[1.326, -2.346, 0.155], [-0.302, 0.539, -0.013], [-1.183, 0.376, -1.068], [-0.281, 1.777, 0.542], [-0.544, -0.475, 0.938], [0.986, 0.129, -0.553]], "charge": 1, "e_lumo_ev": -9.206, "spin_multiplicity": 1, "homo_energy_ha": -0.59720}

Which of them is least stable? Easy: *Q*.